[1]
The following is a quantum chemistry calculation of a cluster of 3 separate species, C30H42N7O7S2 in total at a distorted geometry, from the Open Molecules 2025 dataset.

The HOMO-LUMO gap comes out at 8.508 eV. Its largest force on an atom is 2.85 eV Å⁻¹. The value obtained for the LUMO energy is -3.09 eV. The relative energy (zero: lowest compared OMol25 entry of this formula, charge and spin) comes out at 0.715 eV. Its charge is +1.

Atoms and positions in Å:
C: 0.16623 2.45629 -2.81112
C: -1.34170 2.61040 -2.41702
C: -2.15421 1.28574 -2.49673
C: -2.86773 0.93695 -1.18744
O: -2.01643 1.09397 0.00490
C: -1.77423 -0.10394 0.53323
C: -0.79804 -0.96731 0.22221
C: 0.23503 -0.61099 -0.81434
C: 1.66726 -0.64361 -0.20729
C: 2.79675 -0.88796 -1.23603
C: 4.08662 -0.08684 -0.88953
C: 5.16880 -0.92056 -0.14864
O: 5.46914 -0.47699 1.15931
C: 4.39036 -0.58970 2.06638
C: 3.87699 -2.02430 2.29692
N: -0.95619 -2.11828 1.00537
C: -0.11952 -3.31241 0.92803
C: -0.44493 -4.05267 -0.42188
S: 0.99453 -4.29448 -1.50896
C: 0.50953 -3.51963 -2.99670
N: -0.54805 -3.70142 -3.73234
N: -0.47205 -2.83156 -4.75414
C: 0.61252 -2.14402 -4.65793
O: 1.24969 -2.55286 -3.54255
C: -1.99762 -1.90585 1.80923
N: -2.48900 -2.77085 2.77341
N: -2.51788 -0.70779 1.55954
S: -3.86338 -0.04571 2.39297
H: 0.35393 1.41832 -3.12254
H: 0.77596 2.63704 -1.92060
H: 0.47245 3.08694 -3.64678
H: -1.39892 3.03799 -1.41343
H: -1.79791 3.32249 -3.10802
H: -2.92463 1.42365 -3.26479
H: -1.53739 0.45226 -2.85073
H: -3.77245 1.54776 -1.11463
H: -3.20568 -0.10510 -1.23748
H: 0.13809 -1.16933 -1.75079
H: 0.04206 0.43237 -1.06306
H: 1.78115 -1.37529 0.59766
H: 1.81977 0.33720 0.25994
H: 3.04387 -1.95763 -1.23087
H: 2.46370 -0.64700 -2.24943
H: 4.50540 0.27394 -1.83314
H: 3.81880 0.76256 -0.25371
H: 4.95427 -1.99931 -0.18979
H: 6.09853 -0.80244 -0.71639
H: 4.78059 -0.24700 3.03173
H: 3.56914 0.10493 1.82935
H: 3.60324 -2.54739 1.37597
H: 4.60433 -2.57323 2.89787
H: 2.95280 -1.93084 2.88739
H: 0.94215 -3.10249 1.04430
H: -0.44822 -4.00297 1.70687
H: -0.96260 -4.98867 -0.20250
H: -1.15842 -3.43945 -0.98180
H: 0.94892 -1.36588 -5.32094
H: -2.27273 -3.71859 2.48736
H: -2.08822 -2.57830 3.69638
H: -4.90705 -0.82715 2.01955
C: -3.06387 -3.89373 9.55075
C: -3.94520 -3.31974 8.64329
C: -3.46027 -2.69172 7.50877
C: -2.09178 -2.65104 7.29611
C: -1.20048 -3.21276 8.19570
C: -1.69361 -3.83648 9.32892
N: -1.57534 -2.00933 6.08673
O: -2.38315 -1.50357 5.31420
O: -0.37744 -2.01308 5.90190
H: -3.44639 -4.38835 10.43410
H: -5.01105 -3.36472 8.82014
H: -4.14806 -2.24571 6.80493
H: -0.13434 -3.17207 8.02468
H: -1.01049 -4.28165 10.03910
C: 1.11270 7.45948 -7.29230
C: -0.26569 7.62672 -7.27552
C: -1.00535 7.18373 -6.19094
C: -0.35047 6.58023 -5.13170
C: 1.02195 6.40038 -5.13725
C: 1.75503 6.84340 -6.22620
N: -1.12864 6.13111 -3.96996
O: -2.33252 6.28440 -4.00086
O: -0.52315 5.63196 -3.03990
H: 1.68855 7.81161 -8.13850
H: -0.76374 8.10575 -8.10745
H: -2.07768 7.31535 -6.18043
H: 1.52457 5.92458 -4.30735
H: 2.82852 6.71220 -6.24277

[2]
The following is a quantum chemistry calculation of a structure of composition C28H35As2BCrN9O9, from the Open Molecules 2025 dataset.

The HOMO-LUMO gap (alpha / beta) comes out at 6.596 / 7.145 eV. Its largest force on an atom is 0.48 eV Å⁻¹. The value obtained for the LUMO energy (alpha / beta) is -7.46 / -6.91 eV. The relative energy (zero: lowest compared OMol25 entry of this formula, charge and spin) comes out at 0.000 eV. Its charge is +2. As for the spin multiplicity: 2.

Atoms and positions in Å:
Cr: 0.61888 -0.60118 -0.62821
C: 2.16270 -2.63921 -3.99913
C: 2.01361 -1.48742 -3.24073
N: 1.09828 -1.68205 -2.28087
N: 0.63185 -2.93908 -2.42915
C: 1.26611 -3.53888 -3.44153
B: -0.48402 -3.40253 -1.44136
N: -1.55935 -2.25934 -1.36504
C: -2.87711 -2.35229 -1.51243
C: -3.45842 -1.13003 -1.18188
C: -2.40235 -0.32502 -0.81900
N: -1.24441 -1.00754 -0.93731
N: 0.18487 -3.43922 -0.04203
C: 0.30462 -4.38219 0.89162
C: 0.92438 -3.83091 2.00599
C: 1.14286 -2.51244 1.66818
N: 0.70176 -2.26537 0.42214
N: -1.14371 -4.66362 -1.87197
C: -1.51823 -5.06350 -3.12298
C: -2.35126 -6.13833 -2.98917
C: -2.45707 -6.32714 -1.59598
N: -1.75055 -5.43960 -0.92619
H: 2.81322 -2.80143 -4.84018
H: 2.49391 -0.52514 -3.34603
H: 1.05309 -4.56091 -3.70535
H: -3.32800 -3.28132 -1.82407
H: -4.50514 -0.88416 -1.19125
H: -2.39743 0.69442 -0.47387
H: -0.08366 -5.36955 0.71421
H: 1.16450 -4.32788 2.92864
H: 1.59673 -1.72658 2.24722
H: -1.20051 -4.54304 -4.01102
H: -2.81803 -6.70645 -3.77402
H: -3.02140 -7.07441 -1.06113
C: -2.60607 2.99861 4.27363
O: -2.80509 1.75754 3.55668
C: -2.07007 1.35640 2.54325
O: -2.09375 0.19095 2.19961
C: -1.12953 2.25207 1.77020
C: -1.33900 3.48504 1.30463
As: 0.00239 4.76048 0.44515
C: -1.12382 5.60465 -0.89546
C: 0.66856 3.07269 -0.35968
C: 1.43533 2.48172 0.57956
As: 0.38906 1.03899 1.33409
C: 1.03749 0.72683 3.12583
C: 2.55888 3.27322 1.23194
O: 2.94930 4.33454 0.84443
O: 3.12395 2.56343 2.21485
C: 4.23061 3.21969 2.88350
C: -0.24682 2.32645 -1.27459
O: -1.29939 2.71913 -1.67744
O: 0.29597 1.15062 -1.85164
C: -0.32002 0.91829 -3.17077
C: -2.51712 4.36529 1.64369
O: -2.29103 5.39528 2.21873
O: -3.75011 4.06425 1.24985
C: -4.03673 2.92058 0.42944
H: -3.36965 3.70965 3.97452
H: -1.60947 3.39830 4.09876
H: -2.72985 2.74466 5.32139
H: -1.66751 6.39964 -0.38587
H: -1.80631 4.92944 -1.39788
H: -0.44633 6.06054 -1.61795
H: 1.20445 1.69106 3.59744
H: 1.96591 0.16458 3.11256
H: 0.26675 0.16736 3.65648
H: 4.38674 2.66221 3.80141
H: 3.98083 4.25542 3.09375
H: 5.11311 3.18071 2.24857
H: 0.17088 0.05218 -3.58676
H: -0.13907 1.80204 -3.77573
H: -1.38528 0.74863 -3.06286
H: -5.03757 3.09446 0.04723
H: -4.03847 2.00914 1.02591
H: -3.33351 2.85915 -0.39950
C: 4.48365 -0.47606 1.27374
C: 3.68526 -0.80931 0.05309
N: 4.22569 -1.62623 -0.83046
O: 2.52828 -0.33681 -0.09009
H: 4.50062 -1.34541 1.93456
H: 4.03253 0.36752 1.78423
H: 5.51374 -0.23286 1.01398
H: 5.16361 -1.97139 -0.69950
H: 3.70725 -1.94200 -1.63661